(1)
Density functional theory data (the ωB97M-V functional and the def2-TZVPD basis) for a 9-piece molecular cluster, C4H25N2O10 overall at a distorted geometry.

XYZ file:
```
41
Properties=species:S:1:pos:R:3:forces:R:3:nbo_charge:R:1
N 0.185559 1.174017 -2.675646 -0.196 -0.196 -0.750 -0.858
C 0.272051 0.369357 -1.470085 0.699 -0.124 0.707 -0.371
C -0.853360 -0.641154 -1.418018 -1.140 0.724 0.174 0.656
N -1.457239 -0.925887 -0.244313 1.015 0.417 -0.490 -0.592
C -1.274627 -0.472314 1.117387 0.100 -0.156 2.374 -0.269
C -0.839586 0.998137 1.539974 1.093 -2.042 -2.741 -0.040
O 0.513728 1.183437 1.401984 0.677 -0.300 0.112 -1.005
O -1.382101 -1.065446 -2.452480 0.525 0.048 -0.130 -0.694
H -0.011278 2.160862 -2.598246 0.196 -0.003 0.673 0.353
H -0.550657 0.762541 -3.241954 0.210 -0.148 -0.176 0.374
H 1.248674 -0.142261 -1.434372 -0.205 -0.339 -0.347 0.178
H 0.339687 0.878806 -0.501284 -0.291 0.490 -0.273 0.277
H -2.228533 -1.526188 -0.453345 -0.556 -0.236 0.393 0.411
H -0.597477 -1.100910 1.700881 0.274 -0.306 -0.512 0.207
H -2.219316 -0.685556 1.629239 -0.236 0.192 -0.302 0.193
H -1.297743 1.536141 0.693591 -1.045 1.177 0.938 0.116
H -1.113667 1.073160 2.583594 -0.963 0.668 0.124 0.169
H 1.000209 -2.831616 -2.425363 -0.112 -0.460 -0.141 0.461
H 1.075358 -1.629640 -3.247322 -0.173 0.028 -0.562 0.470
O 1.083093 -2.590581 -3.356440 0.353 0.333 0.585 -0.930
H 1.892325 1.619819 2.214801 -0.002 -0.747 0.996 0.501
H 3.287976 1.910070 1.852519 0.501 -0.097 0.331 0.461
O 2.789256 1.727921 2.660355 -0.499 0.282 -0.722 -0.997
H 1.248617 2.873604 0.238389 -0.147 -0.219 0.253 0.480
H 1.809172 3.137118 1.599547 -0.110 0.346 -0.096 0.480
O 1.792385 3.512208 0.709557 0.271 0.608 -0.378 -0.977
H -2.102434 2.113876 -3.301981 -0.096 -0.091 -0.104 0.468
H -2.573986 2.304927 -1.890023 -0.026 -0.016 0.079 0.468
O -2.900579 2.073187 -2.766266 0.034 0.226 0.029 -0.937
H 1.572193 -0.179411 1.221561 -0.049 0.440 -0.085 0.518
H 2.670179 -0.665580 0.193999 -0.123 0.173 -0.043 0.460
O 2.353854 -0.778480 1.091883 0.113 -0.623 -0.209 -1.028
H 0.611944 -3.617924 1.968355 -0.344 -0.219 -0.161 0.459
H 0.724544 -2.586907 2.995774 -0.129 0.256 0.437 0.492
O 0.067806 -3.212927 2.653971 0.627 -0.026 -0.142 -0.952
H -3.670030 -0.032080 -1.918579 0.120 0.319 0.020 0.497
H -4.238300 0.860809 -0.777600 0.183 0.083 -0.196 0.463
O -4.300311 -0.001999 -1.189408 -0.387 -0.558 0.194 -0.961
H 2.891858 -0.763787 3.398277 -0.278 0.112 0.515 0.496
H 2.956222 -1.985678 2.668202 -0.184 -0.290 0.124 0.482
O 2.763598 -1.712025 3.579002 0.302 0.276 -0.498 -0.979
```
Positions in Å, forces in eV/Å.

The value obtained for the HOMO energy is -5.474 eV. Its total charge is -1. The HOMO-LUMO gap comes out at 8.1570 eV. The calculation puts the relative energy (zero: lowest compared OMol25 entry of this formula, charge and spin) at 3.270 eV.

---

(2)
Density functional theory data (the ωB97M-V functional and the def2-TZVPD basis) for C4H11NP as an isolated structure.

XYZ file:
```
17
Properties=species:S:1:pos:R:3:forces:R:3:nbo_charge:R:1
C 1.412318 0.554357 -2.413473 0.029 0.011 0.102 -0.299
C -0.952928 0.406034 1.450364 -0.302 0.020 -0.209 -0.047
C 1.803917 1.205649 -1.331264 -0.600 0.003 0.540 -0.487
C -1.854061 -1.554077 0.333825 -0.441 -0.364 -0.367 -0.434
N -1.266256 -0.867909 1.455967 0.329 0.010 0.478 -0.498
P 1.140650 0.827607 0.345822 0.418 0.123 -0.774 0.457
H 1.830198 0.777006 -3.380077 0.102 0.074 -0.183 0.230
H 0.677000 -0.234781 -2.382804 -0.126 -0.127 0.029 0.195
H -0.609998 0.849413 2.376227 0.129 -0.030 -0.025 0.242
H -1.505020 1.047523 0.775742 0.068 -0.033 0.018 0.231
H 2.512225 2.021402 -1.364801 0.112 -0.001 -0.070 0.248
H -2.865359 -1.883011 0.580859 0.059 0.018 -0.040 0.240
H -1.906822 -0.890482 -0.528742 0.052 -0.014 0.058 0.219
H -1.261586 -2.436815 0.086183 0.002 0.113 -0.056 0.230
H -0.915713 -1.462918 2.197653 0.001 0.230 -0.024 0.419
H 1.754935 1.835731 1.074781 0.077 0.319 0.282 0.030
H 2.006502 -0.194729 0.723736 0.092 -0.354 0.241 0.024
```
Positions in Å, forces in eV/Å.

The value obtained for the HOMO energy is -13.424 eV. Its total charge is +1. The HOMO-LUMO gap comes out at 9.3204 eV. The calculation puts the relative energy (zero: lowest compared OMol25 entry of this formula, charge and spin) at 1.742 eV.

---

(3)
Density functional theory data (the ωB97M-V functional and the def2-TZVPD basis) for an isolated ion of composition C8H11BrN and charge +1 at a distorted geometry.

XYZ file:
```
21
Properties=species:S:1:pos:R:3:forces:R:3:nbo_charge:R:1
C 1.653183 2.174072 0.203979 -0.029 2.396 3.123 -0.095
C 0.660219 2.038872 1.239505 1.959 -0.125 0.267 -0.195
C 1.477534 1.635982 -0.995226 -0.070 -2.451 -2.220 -0.245
C -0.303976 1.114044 1.025827 -1.371 0.917 -0.319 0.040
C 0.393349 0.759869 -1.223596 0.042 0.911 -0.139 0.126
C 0.347601 -2.335030 -0.052827 -1.702 -1.455 -1.131 -0.641
C -1.002960 -1.785166 0.352828 -1.724 3.677 1.830 -0.418
C -1.504598 -0.519508 -0.452869 0.941 0.438 3.083 -0.033
N -0.485152 0.572763 -0.218534 -0.004 -0.894 -0.619 -0.298
Br -3.340578 0.088408 -0.018861 1.296 -0.421 -0.189 0.086
H 2.550741 2.812528 0.312485 -0.724 -0.414 0.399 0.258
H 0.720292 2.478333 2.271536 0.185 -0.263 -1.427 0.271
H 2.313182 1.707452 -1.692435 -0.662 0.058 -0.276 0.263
H -1.073098 1.018978 1.799292 0.090 -0.678 -0.648 0.263
H 0.200307 0.274547 -2.220494 0.173 0.523 1.380 0.257
H 0.658572 -1.942044 -1.038594 0.152 -0.125 0.563 0.207
H 0.089640 -3.422920 -0.230019 1.145 0.992 0.344 0.257
H 1.067354 -2.177941 0.725907 0.552 -0.134 0.063 0.239
H -1.879540 -2.358919 0.213700 -0.446 -1.654 -0.047 0.239
H -1.104038 -1.416311 1.457815 0.521 -0.975 -1.723 0.216
H -1.438025 -0.718011 -1.459417 -0.324 -0.324 -2.315 0.203
```
Positions in Å, forces in eV/Å.

The value obtained for the HOMO energy is -14.302 eV. Its total charge is +1. The HOMO-LUMO gap comes out at 9.6690 eV. The calculation puts the relative energy (zero: lowest compared OMol25 entry of this formula, charge and spin) at 0.000 eV. The structure (SMILES) is CC[C@@H](Br)[n+]1ccccc1.

---

(4)
Density functional theory data (the ωB97M-V functional and the def2-TZVPD basis) for C63H55AsCl5GeN4OP4Se2Ti as an isolated structure at a distorted geometry.

XYZ file:
```
137
Properties=species:S:1:pos:R:3:forces:R:3:lowdin_spin:R:1
Ti 0.208197 0.287390 2.116609 2.821 -0.632 1.530 0.911
Se 0.084761 -2.309203 -4.220368 0.087 -0.001 -0.079 0.001
P 0.340333 -0.252251 -3.869031 0.055 -0.187 -0.394 0.002
C -1.035582 0.607899 -4.676315 -0.038 0.014 0.197 0.000
C -0.900073 1.266013 -5.893155 0.026 0.063 0.085 0.000
C -2.031218 1.687419 -6.579456 0.005 0.006 0.002 0.000
C -3.293602 1.423913 -6.072302 0.013 0.069 -0.052 0.000
C -3.431410 0.735492 -4.874161 -0.049 0.037 0.100 0.000
C -2.307686 0.335264 -4.175500 0.004 0.098 0.060 0.000
C 1.865561 0.418340 -4.600421 -0.040 0.094 0.139 0.001
C 2.832571 -0.469247 -5.059315 0.036 -0.019 0.013 0.000
C 3.991637 0.008182 -5.655032 -0.014 0.086 0.040 0.000
C 4.187296 1.375763 -5.793270 -0.015 -0.054 -0.005 0.000
C 3.222551 2.264321 -5.338821 -0.015 0.121 -0.032 0.000
C 2.067530 1.790727 -4.738526 -0.037 -0.088 -0.032 0.000
C 0.378314 0.071522 -2.060875 -0.040 0.433 0.532 0.011
C 0.272304 1.087986 -1.069131 0.175 -0.616 -0.162 0.010
N 0.449105 0.448768 0.131165 -0.175 0.512 -2.926 -0.003
N 0.631203 -0.846109 -0.128128 -0.077 0.440 -0.393 0.024
N 0.607569 -1.077531 -1.399763 -0.159 -0.284 -0.021 0.006
P 0.342135 2.890086 -1.153116 0.139 0.157 0.140 0.001
Se -0.072606 3.894961 0.647684 -0.034 -0.061 -0.012 0.000
C -0.848526 3.474160 -2.380204 0.044 -0.174 0.002 0.000
C -0.547222 4.393768 -3.376479 0.073 -0.123 -0.028 0.000
C -1.572619 4.964781 -4.116956 0.028 0.052 -0.060 0.000
C -2.890955 4.628413 -3.858981 -0.010 0.012 -0.032 0.000
C -3.191916 3.710601 -2.860809 -0.061 -0.065 -0.029 0.000
C -2.175743 3.136809 -2.121507 -0.017 -0.015 -0.084 0.000
C 2.042462 3.221948 -1.703455 -0.058 -0.082 0.123 0.000
C 2.429860 4.551647 -1.881949 -0.012 -0.054 -0.048 0.000
C 3.740390 4.852490 -2.213161 -0.056 0.057 -0.040 0.000
C 4.679144 3.833732 -2.331073 0.003 -0.061 -0.005 0.000
C 4.309978 2.519062 -2.095371 0.044 0.055 -0.018 0.000
C 2.994153 2.208906 -1.781896 0.001 0.037 -0.048 0.000
H 0.080188 1.438948 -6.316397 -0.019 0.007 -0.005 0.000
H -1.920132 2.213542 -7.519043 -0.009 -0.016 0.001 0.000
H -4.170458 1.760130 -6.611716 -0.002 -0.058 0.001 0.000
H -4.417631 0.513479 -4.485706 0.013 0.007 0.009 0.000
H -2.403802 -0.214028 -3.244125 -0.058 -0.002 -0.030 0.000
H 2.660172 -1.533745 -4.960582 -0.032 0.003 -0.003 0.000
H 4.730580 -0.691305 -6.023539 0.020 0.014 0.022 0.000
H 5.086755 1.754043 -6.262905 -0.006 -0.021 -0.009 0.000
H 3.369449 3.330481 -5.459722 -0.002 -0.001 0.044 0.000
H 1.315199 2.487709 -4.388127 -0.005 0.026 -0.029 0.000
H 0.478724 4.678498 -3.572849 -0.021 -0.034 -0.024 0.000
H -1.334752 5.683903 -4.890671 -0.018 -0.018 0.001 0.000
H -3.687448 5.083072 -4.434214 0.008 -0.009 0.003 0.000
H -4.222184 3.444626 -2.660399 0.011 0.003 -0.001 0.000
H -2.402641 2.439781 -1.322304 -0.045 0.013 0.000 0.000
H 1.700565 5.340669 -1.741056 0.066 0.035 0.021 0.000
H 4.031096 5.883231 -2.372324 0.004 -0.014 0.017 0.000
H 5.700852 4.066781 -2.604449 -0.006 0.016 0.048 0.000
H 5.044404 1.726647 -2.158562 -0.028 -0.009 -0.020 0.000
H 2.720713 1.176611 -1.602874 0.030 0.015 0.002 0.000
C 3.072980 2.951004 1.864631 -0.110 -0.091 -0.093 -0.002
P 2.670709 1.209687 2.230280 0.804 -0.060 0.098 -0.003
C 3.497166 1.118068 3.869513 -0.305 -0.054 -0.014 0.002
C 3.866039 0.222948 1.269371 -0.081 0.046 -0.114 -0.001
C 5.032944 0.732415 0.703598 0.023 -0.002 0.049 -0.001
C 5.920160 -0.108543 0.053297 0.040 0.037 -0.054 0.000
C 5.662088 -1.470967 -0.012750 -0.081 -0.068 0.015 0.000
C 4.505808 -1.983705 0.552978 0.050 0.005 0.050 0.000
C 3.586906 -1.141732 1.178435 -0.087 0.163 -0.145 -0.001
P 2.008372 -1.782180 1.878076 0.693 -0.644 0.508 -0.005
C 2.657145 -2.619421 3.387850 -0.176 0.137 -0.102 -0.001
C 1.753098 -3.228633 0.770668 -0.214 0.255 -0.016 -0.002
H 2.820788 3.213462 0.842578 0.047 0.054 -0.059 0.000
H 4.127532 3.154372 2.057728 -0.006 -0.063 0.043 0.000
H 2.463715 3.562990 2.528158 -0.025 0.010 0.003 0.000
H 4.568019 1.272053 3.734086 -0.004 0.015 -0.019 0.000
H 3.330107 0.151521 4.340872 0.024 0.025 0.050 0.000
H 3.088308 1.900682 4.507645 -0.065 -0.051 0.059 0.000
H 5.247394 1.792153 0.766215 0.001 -0.012 -0.031 0.000
H 6.814653 0.295505 -0.405815 0.001 0.003 0.039 0.000
H 6.352457 -2.137335 -0.514152 0.026 0.025 0.019 0.000
H 4.323287 -3.049948 0.507157 -0.020 0.015 -0.053 0.000
H 3.604824 -3.120213 3.188351 -0.005 -0.006 -0.023 0.000
H 1.917141 -3.353873 3.705922 -0.016 -0.012 0.085 0.000
H 2.784484 -1.903245 4.198676 -0.005 -0.058 0.046 0.000
H 2.175415 -3.008944 -0.207309 0.008 -0.038 -0.008 0.000
H 2.184193 -4.134436 1.191897 0.022 -0.009 0.021 0.000
H 0.688820 -3.369559 0.614710 -0.034 -0.096 -0.026 0.000
Cl 0.717852 3.937136 5.415157 0.049 0.232 0.047 0.000
C -0.661802 3.598486 4.444153 0.087 -0.659 -0.323 -0.001
C -1.840062 4.344119 4.579086 -0.159 0.131 -0.087 -0.001
C -2.939023 4.045543 3.823952 0.114 0.191 0.234 0.000
Cl -4.355209 5.027865 3.983967 -0.147 0.032 -0.008 0.000
C -2.937984 2.958208 2.924827 0.167 -0.208 -0.024 0.001
C -4.014704 2.571814 2.111807 0.158 -0.203 -0.127 0.009
C -3.852341 1.502738 1.266136 -0.497 0.205 -0.095 -0.001
C -2.643876 0.814185 1.224357 0.443 -0.029 0.030 0.009
N -1.614530 1.132204 1.989684 -1.941 0.906 0.036 0.001
C -1.753612 2.196256 2.829633 -0.106 0.369 0.237 0.008
C -0.588780 2.528210 3.567725 -0.206 0.114 0.636 0.003
O 0.474561 1.766262 3.414815 -0.570 0.522 -0.399 0.003
H -1.878188 5.165081 5.281712 0.044 -0.009 -0.012 0.000
H -4.947778 3.116534 2.149908 0.006 0.004 0.010 0.001
H -4.667422 1.189719 0.626910 0.055 -0.054 -0.017 0.000
H -2.490941 -0.020303 0.551442 -0.059 -0.043 -0.063 0.001
Cl -0.393607 -0.879966 4.080948 -0.448 -0.627 0.658 0.019
Ge 0.541303 0.238033 5.994736 0.392 0.050 0.633 0.001
Cl 1.019354 -1.793192 6.955963 -0.107 0.101 -0.052 0.001
Cl -1.489285 0.621639 6.869874 -0.045 -0.005 -0.002 0.000
C -6.103261 -3.165532 3.495298 0.018 -0.022 0.020 0.000
C -5.088401 -3.882287 4.108063 -0.014 0.026 -0.024 0.000
C -3.764407 -3.696869 3.726692 0.074 0.062 0.030 0.000
C -3.432819 -2.786313 2.730229 -0.082 0.102 0.035 0.000
C -4.464392 -2.066316 2.127848 0.186 0.095 0.044 0.000
C -5.784521 -2.247696 2.503960 -0.022 0.041 -0.010 0.000
As -1.637290 -2.616468 1.908583 -0.743 -0.917 -0.246 -0.001
C -2.304612 -3.524350 0.284074 0.082 0.091 -0.058 0.000
C -2.942762 -4.763564 0.342774 0.001 -0.023 0.048 0.000
C -3.514313 -5.318736 -0.789266 -0.005 0.013 0.025 0.000
C -3.471954 -4.634825 -2.000015 0.035 0.020 0.025 0.000
C -2.851398 -3.398568 -2.069685 -0.123 -0.034 -0.058 0.000
C -2.274118 -2.849024 -0.930637 0.128 0.079 0.149 0.000
C -0.809242 -4.155588 2.822664 0.134 -0.012 0.101 0.000
C -0.374773 -5.281594 2.125971 0.017 0.099 -0.090 0.000
C 0.261788 -6.327501 2.779412 -0.027 -0.015 0.029 0.000
C 0.467568 -6.273139 4.150495 0.046 0.029 -0.055 0.000
C 0.028312 -5.166405 4.862253 -0.013 -0.116 0.009 0.000
C -0.606195 -4.122564 4.204882 -0.030 0.110 -0.067 0.000
H -7.135219 -3.324112 3.781245 0.013 0.020 0.015 0.000
H -5.319326 -4.603502 4.882102 -0.011 0.017 -0.002 0.000
H -2.999749 -4.284399 4.212232 0.004 -0.029 -0.004 0.000
H -4.226494 -1.365607 1.336015 -0.094 -0.032 -0.044 0.000
H -6.568163 -1.679661 2.017277 0.015 -0.007 -0.006 0.000
H -2.999090 -5.295377 1.285378 -0.032 0.001 -0.005 0.000
H -4.003383 -6.282913 -0.722984 0.005 0.009 -0.017 0.000
H -3.918776 -5.069664 -2.885362 0.003 0.012 0.009 0.000
H -2.807699 -2.864526 -3.010210 0.064 0.000 0.006 0.000
H -1.777881 -1.886887 -0.995164 0.038 -0.025 -0.067 0.000
H -0.527184 -5.349138 1.056873 0.039 -0.001 -0.019 0.000
H 0.591540 -7.187281 2.209394 0.006 0.002 0.011 0.000
H 0.973562 -7.084785 4.657836 -0.024 0.000 0.009 0.000
H 0.180960 -5.112915 5.932577 -0.013 0.069 -0.005 0.000
H -0.942390 -3.275697 4.784335 0.042 0.010 0.057 0.000
```
Positions in Å, forces in eV/Å.

The value obtained for the HOMO energy (spin up / spin down) is -7.825 / -7.826 eV. Its total charge is 0. The HOMO-LUMO gap (spin up / spin down) comes out at 6.8771 / 6.9145 eV. Its expectation value of S² is 0.756. The calculation puts the relative energy (zero: lowest compared OMol25 entry of this formula, charge and spin) at 0.509 eV. As for the multiplicity: 2.